No. 1
Formula: C28H31N3O3PRe
Source: the OMol25 dataset
Level of theory: the ωB97M-V functional and the def2-TZVPD basis

Results
Relative energy (zero: lowest compared OMol25 entry of this formula, charge and spin), kcal/mol: 8.5
Expectation value of S²: 0.875
HOMO-LUMO gap (alpha / beta), eV: 5.464 / 5.498
2S+1: 2
Total charge: +3

Last column: Löwdin spin population.
Element x y z (Å)
Re (-1.237, 0.599, 0.226)  0.653
C (0.561, 4.406, -0.902)  -0.005
C (-0.110, 3.078, -0.907)  -0.017
N (-0.367, 2.382, 0.263)  0.114
O (-0.008, 2.910, 1.440)  0.062
C (-0.551, 2.407, -2.012)  0.086
C (-0.500, 2.805, -3.430)  0.017
N (-1.137, 1.152, -1.674)  0.004
O (-1.542, 0.450, -2.569)  -0.020
H (1.393, 4.442, -0.193)  -0.001
H (-0.146, 5.207, -0.667)  -0.003
H (0.984, 4.614, -1.880)  0.000
H (0.321, 3.822, 1.318)  0.002
H (-0.142, 3.823, -3.547)  0.000
H (-1.491, 2.717, -3.881)  0.005
H (0.155, 2.123, -3.979)  0.006
C (-3.958, 1.374, 0.946)  0.002
C (-3.822, 0.143, 1.835)  0.001
C (-2.715, 0.350, 2.865)  0.013
C (-3.615, -1.103, 0.978)  -0.002
C (-3.759, -2.459, 1.656)  0.000
O (-2.690, -3.237, 1.039)  0.025
C (-1.832, -2.436, 0.482)  0.023
N (-2.205, -1.163, 0.471)  0.027
C (-0.634, -3.039, -0.084)  -0.001
C (-0.675, -4.424, -0.267)  0.006
C (0.401, -5.099, -0.822)  -0.001
C (1.538, -4.397, -1.181)  0.006
C (1.598, -3.019, -0.991)  0.001
C (0.522, -2.322, -0.459)  0.000
P (0.833, -0.579, -0.074)  -0.009
C (1.771, 0.140, -1.429)  -0.001
C (2.582, 1.252, -1.175)  -0.001
C (3.259, 1.866, -2.217)  0.000
C (3.131, 1.378, -3.513)  -0.003
C (2.313, 0.284, -3.772)  0.000
C (1.626, -0.332, -2.736)  -0.002
C (1.806, -0.518, 1.430)  -0.001
C (1.163, -0.452, 2.668)  0.002
C (1.902, -0.500, 3.839)  0.000
C (3.284, -0.622, 3.775)  0.000
C (3.927, -0.702, 2.546)  0.000
C (3.196, -0.652, 1.371)  -0.001
H (-4.097, 2.286, 1.526)  0.000
H (-4.764, 1.285, 0.218)  0.000
H (-3.055, 1.608, 0.305)  0.000
H (-4.770, 0.024, 2.367)  0.000
H (-1.752, 0.716, 2.417)  0.007
H (-2.457, -0.547, 3.427)  0.001
H (-2.973, 1.140, 3.568)  0.000
H (-4.273, -1.056, 0.106)  0.001
H (-4.697, -2.963, 1.449)  0.000
H (-3.567, -2.451, 2.729)  0.000
H (-1.561, -4.975, 0.015)  0.000
H (0.348, -6.169, -0.965)  0.000
H (2.389, -4.915, -1.603)  0.000
H (2.507, -2.496, -1.258)  0.000
H (2.714, 1.616, -0.161)  0.000
H (3.913, 2.704, -2.016)  0.000
H (3.682, 1.842, -4.321)  0.000
H (2.223, -0.101, -4.779)  0.000
H (0.999, -1.188, -2.951)  0.000
H (0.082, -0.395, 2.732)  0.001
H (1.406, -0.449, 4.798)  0.000
H (3.863, -0.662, 4.688)  0.000
H (5.003, -0.808, 2.503)  0.000
H (3.709, -0.718, 0.420)  0.000

---

No. 2
Formula: C4H8N2O2
Source: the OMol25 dataset
Level of theory: the ωB97M-V functional and the def2-TZVPD basis

Results
Relative energy (zero: lowest compared OMol25 entry of this formula, charge and spin), kcal/mol: 107.6
HOMO-LUMO gap, eV: 10.339
SMILES: CC(=O)/C(C)=N\ON

Last column: Löwdin charge in e.
Element x y z (Å)
C (-1.464, -1.239, -0.712)  -0.001
C (-0.448, -1.057, 0.375)  -0.399
N (-1.003, 2.816, 0.671)  0.039
O (-0.787, 1.411, 0.556)  -0.240
O (-0.430, -1.673, 1.429)  0.101
H (-0.160, 3.162, 0.211)  0.063
H (-0.864, 2.971, 1.668)  0.075
H (-1.832, -2.268, -0.696)  0.091
H (-2.299, -0.555, -0.547)  0.094
H (-1.025, -1.044, -1.693)  0.089
C (2.016, -0.769, -0.302)  -0.018
C (0.723, -0.112, 0.065)  -0.283
N (0.573, 1.165, 0.144)  0.124
H (2.392, -1.330, 0.558)  0.093
H (2.754, -0.019, -0.595)  0.085
H (1.853, -1.461, -1.132)  0.088

---

No. 3
Formula: C59H73F9N3O31PS2
Source: the OMol25 dataset
Level of theory: the ωB97M-V functional and the def2-TZVPD basis

Results
HOMO-LUMO gap, eV: 6.318
SMILES: COCCCCCCCCCCCc1cc(CCCSC(=S)n2ccnc2)c(C[C@H]2CO2)c2c1C(=O)N(P(C)C)C2=O.O=C1OC[C@@H](F)O1.O=C1OC[C@@H](F)O1.O=C1OC[C@@H](F)O1.O=C1OC[C@@H](F)O1.O=C1OC[C@@H](F)O1.O=C1OC[C@@H](F)O1.O=C1OC[C@@H](F)O1.O=C1OC[C@@H](F)O1.O=C1OC[C@@H](F)O1

Last column: Löwdin charge in e.
Element x y z (Å)
C (2.261, 2.984, 6.298)  -0.101
O (2.905, 3.121, 5.054)  -0.205
C (3.981, 2.223, 4.859)  -0.220
C (3.794, 1.290, 3.649)  -0.170
C (2.456, 1.442, 2.950)  -0.200
C (2.293, 2.755, 2.203)  -0.200
C (2.726, 2.680, 0.749)  -0.211
C (1.803, 1.933, -0.225)  -0.187
C (0.536, 2.759, -0.557)  -0.189
C (0.386, 2.997, -2.071)  -0.199
C (-1.032, 3.377, -2.512)  -0.179
C (-1.540, 2.898, -3.905)  -0.172
C (-2.809, 2.029, -3.894)  -0.123
C (-2.772, 0.871, -2.952)  -0.139
C (-1.763, -0.073, -3.043)  0.054
C (-1.659, -1.169, -2.221)  -0.104
C (-0.580, -2.213, -2.346)  -0.127
C (0.000, -2.459, -3.737)  -0.242
C (0.933, -1.455, -4.450)  -0.447
S (2.471, -2.335, -4.833)  0.905
C (3.247, -1.382, -6.108)  -1.071
S (3.280, -1.935, -7.610)  0.811
N (3.868, -0.149, -5.846)  -0.160
C (3.439, 1.075, -6.265)  -0.094
C (4.340, 1.978, -5.831)  -0.136
N (5.330, 1.339, -5.118)  0.070
C (5.024, 0.087, -5.138)  -0.152
C (-2.642, -1.343, -1.222)  -0.070
C (-2.726, -2.512, -0.275)  -0.050
C (-2.554, -2.047, 1.167)  -0.380
C (-1.186, -2.239, 1.705)  0.031
O (-1.851, -0.912, 1.324)  -0.059
C (-3.621, -0.390, -1.138)  -0.057
C (-3.721, 0.683, -1.989)  -0.062
C (-4.926, 1.473, -1.621)  -0.439
O (-5.545, 2.256, -2.264)  0.145
N (-5.235, 1.064, -0.270)  -0.095
P (-4.236, 2.193, 0.746)  0.988
C (-4.799, 3.882, 0.323)  -0.255
C (-4.765, 1.977, 2.476)  -0.253
C (-4.764, -0.275, -0.195)  -0.415
O (-5.272, -1.109, 0.498)  0.115
H (2.961, 2.912, 7.125)  0.083
H (1.679, 3.882, 6.451)  0.084
H (1.577, 2.138, 6.272)  0.089
H (4.122, 1.653, 5.769)  0.094
H (4.908, 2.775, 4.728)  0.115
H (3.838, 0.274, 4.025)  0.100
H (4.636, 1.370, 2.975)  0.105
H (2.356, 0.612, 2.267)  0.100
H (1.680, 1.367, 3.698)  0.105
H (2.913, 3.495, 2.687)  0.103
H (1.264, 3.095, 2.267)  0.114
H (2.843, 3.695, 0.390)  0.108
H (3.700, 2.205, 0.712)  0.104
H (2.355, 1.845, -1.148)  0.092
H (1.521, 0.959, 0.152)  0.097
H (0.577, 3.708, -0.039)  0.099
H (-0.331, 2.190, -0.242)  0.101
H (1.009, 3.857, -2.282)  0.107
H (0.785, 2.171, -2.648)  0.089
H (-1.739, 3.174, -1.716)  0.094
H (-0.993, 4.456, -2.601)  0.096
H (-1.762, 3.796, -4.468)  0.100
H (-0.727, 2.410, -4.431)  0.093
H (-2.934, 1.590, -4.878)  0.125
H (-3.608, 2.713, -3.672)  0.105
H (-1.051, 0.073, -3.836)  0.110
H (-1.055, -3.149, -2.104)  0.089
H (0.185, -2.083, -1.589)  0.132
H (-0.815, -2.724, -4.395)  0.109
H (0.595, -3.360, -3.627)  0.062
H (0.458, -1.216, -5.394)  0.074
H (1.035, -0.512, -3.930)  0.072
H (2.558, 1.291, -6.830)  0.120
H (4.308, 3.029, -6.007)  0.095
H (5.532, -0.752, -4.706)  0.132
H (-3.714, -2.949, -0.275)  0.106
H (-1.935, -3.227, -0.404)  0.092
H (-3.357, -2.236, 1.845)  0.129
H (-0.957, -1.936, 2.702)  0.103
H (-0.404, -2.183, 0.970)  0.103
H (-4.845, 4.508, 1.198)  0.021
H (-4.121, 4.303, -0.401)  0.021
H (-5.796, 3.845, -0.102)  0.045
H (-5.721, 2.434, 2.678)  0.013
H (-4.029, 2.530, 3.042)  0.043
H (-4.751, 0.934, 2.755)  0.030
C (-1.021, -6.610, 0.967)  -0.042
C (-1.387, -7.547, -0.164)  -0.310
O (-1.134, -6.746, -1.308)  0.136
C (-0.155, -5.860, -0.976)  -0.551
O (0.466, -5.219, -1.755)  0.174
O (0.008, -5.811, 0.366)  0.071
F (-2.694, -7.890, -0.137)  0.085
H (-1.861, -5.974, 1.248)  0.141
H (-0.649, -7.125, 1.849)  0.142
H (-0.781, -8.453, -0.218)  0.175
C (-2.049, 8.154, -0.357)  -0.051
C (-2.720, 8.344, 0.986)  -0.315
O (-2.959, 7.010, 1.393)  0.127
C (-1.998, 6.227, 0.819)  -0.552
O (-1.748, 5.119, 1.144)  0.174
O (-1.370, 6.906, -0.174)  0.066
F (-3.901, 8.998, 0.876)  0.076
H (-2.780, 8.058, -1.160)  0.145
H (-1.347, 8.946, -0.602)  0.139
H (-2.104, 8.844, 1.735)  0.173
C (-9.941, 4.410, 3.683)  -0.049
C (-10.008, 4.227, 2.182)  -0.312
O (-8.750, 4.725, 1.764)  0.137
C (-7.874, 4.534, 2.790)  -0.536
O (-6.696, 4.593, 2.689)  0.166
O (-8.539, 4.255, 3.935)  0.077
F (-10.993, 4.969, 1.623)  0.078
H (-10.257, 5.410, 3.979)  0.145
H (-10.519, 3.672, 4.232)  0.140
H (-10.112, 3.192, 1.854)  0.175
C (-6.505, -4.449, 0.568)  -0.038
C (-6.990, -4.327, 1.994)  -0.304
O (-7.102, -5.688, 2.388)  0.140
C (-6.195, -6.394, 1.663)  -0.542
O (-5.840, -7.498, 1.917)  0.166
O (-5.744, -5.666, 0.621)  0.074
F (-8.204, -3.737, 2.072)  0.084
H (-7.331, -4.565, -0.133)  0.149
H (-5.886, -3.611, 0.258)  0.111
H (-6.301, -3.813, 2.666)  0.175
C (-0.036, -4.838, -6.983)  -0.045
C (0.287, -4.041, -8.226)  -0.328
O (-0.998, -3.630, -8.661)  0.133
C (-1.795, -3.544, -7.557)  -0.550
O (-2.837, -2.985, -7.516)  0.185
O (-1.217, -4.179, -6.506)  0.053
F (0.861, -4.807, -9.185)  0.075
H (-0.270, -5.877, -7.216)  0.145
H (0.755, -4.806, -6.239)  0.127
H (0.910, -3.162, -8.051)  0.098
C (7.417, 4.218, -7.311)  -0.055
C (7.914, 3.145, -6.370)  -0.317
O (8.955, 3.815, -5.673)  0.133
C (8.639, 5.140, -5.650)  -0.551
O (9.140, 5.944, -4.943)  0.183
O (7.659, 5.409, -6.553)  0.067
F (8.437, 2.090, -7.045)  0.071
H (7.999, 4.248, -8.233)  0.143
H (6.364, 4.117, -7.554)  0.129
H (7.170, 2.784, -5.659)  0.137
C (-5.336, -9.526, 4.071)  -0.062
C (-4.573, -10.707, 4.624)  -0.312
O (-3.831, -10.121, 5.678)  0.127
C (-4.547, -9.046, 6.130)  -0.553
O (-4.348, -8.492, 7.156)  0.181
O (-5.512, -8.717, 5.243)  0.077
F (-3.713, -11.231, 3.713)  0.070
H (-4.758, -8.976, 3.333)  0.118
H (-6.293, -9.799, 3.637)  0.140
H (-5.196, -11.509, 5.024)  0.171
C (8.336, 1.457, 7.788)  -0.037
C (7.329, 0.645, 8.572)  -0.307
O (6.289, 0.459, 7.623)  0.137
C (6.859, 0.482, 6.389)  -0.545
O (6.340, 0.108, 5.393)  0.176
O (8.113, 0.988, 6.450)  0.057
F (6.847, 1.325, 9.637)  0.082
H (8.124, 2.525, 7.839)  0.147
H (9.363, 1.281, 8.096)  0.143
H (7.690, -0.329, 8.905)  0.175
C (9.368, 0.304, 3.663)  -0.055
C (9.433, 0.241, 2.155)  -0.308
O (10.812, 0.009, 1.921)  0.131
C (11.302, -0.661, 3.006)  -0.551
O (12.337, -1.232, 3.035)  0.183
O (10.429, -0.586, 4.040)  0.072
F (9.075, 1.415, 1.579)  0.077
H (9.581, 1.304, 4.039)  0.143
H (8.416, -0.031, 4.062)  0.114
H (8.850, -0.566, 1.708)  0.174